DFT (wB97M-V/def2-TZVPD) results for a molecular structure, C25H20BN2O7SW at a distorted geometry.

```
57
Properties=species:S:1:pos:R:3:forces:R:3
W -0.196 0.669 0.239 1.3 0.9 0.7
O -0.394 4.775 4.850 0.0 0.0 0.0
C -0.330 3.992 3.961 -0.1 0.0 0.0
C -0.369 4.319 2.436 0.0 -0.1 0.1
O -0.459 5.396 1.928 0.0 0.0 0.0
C -0.244 2.988 1.811 0.0 0.2 -0.9
C -0.149 1.987 2.698 0.1 -0.7 0.4
O 0.015 0.747 2.197 -0.2 0.1 -0.2
C -0.199 2.443 4.104 0.0 0.1 -0.1
O -0.140 1.810 5.114 0.0 0.0 0.0
O -0.160 2.626 0.513 -0.5 0.0 0.2
S 6.328 -0.122 -0.692 -0.1 0.1 -0.1
C 4.565 0.022 -0.474 0.1 0.0 0.0
C 3.796 0.732 -1.393 0.1 0.1 0.0
C 2.446 0.860 -1.182 0.0 -0.1 0.1
N 1.835 0.311 -0.109 0.1 -0.1 0.1
C 2.577 -0.374 0.792 0.1 0.0 -0.1
C 3.932 -0.535 0.634 0.0 -0.1 0.0
C 6.340 -1.828 -1.228 0.0 -0.1 0.1
C 6.212 -2.141 -2.573 0.0 0.1 0.0
C 6.234 -3.481 -2.934 0.0 -0.2 0.0
N 6.371 -4.481 -2.064 0.0 0.3 0.1
C 6.510 -4.158 -0.779 0.0 -0.1 -0.1
C 6.504 -2.852 -0.308 0.0 0.1 0.0
H 4.251 1.186 -2.262 0.0 0.0 0.0
H 1.824 1.415 -1.872 0.0 0.0 0.0
H 2.054 -0.767 1.653 0.0 0.0 0.0
H 4.495 -1.080 1.378 0.0 0.0 0.0
H 6.112 -1.366 -3.321 0.0 0.0 0.0
H 6.138 -3.762 -3.977 0.0 0.0 0.0
H 6.639 -4.982 -0.087 0.0 0.0 0.0
H 6.643 -2.644 0.745 0.0 0.0 0.0
C -7.815 -2.152 -1.599 0.0 0.0 -0.1
C -7.580 -1.600 -0.188 0.1 0.0 0.0
C -8.696 -0.605 0.131 0.0 0.0 0.0
C -7.640 -2.748 0.829 0.0 0.0 0.0
C -6.193 -0.955 -0.115 0.0 0.0 0.0
C -6.010 0.360 0.326 0.0 0.0 0.0
C -4.755 0.962 0.417 -0.2 0.0 0.0
C -3.699 0.175 0.051 0.2 0.4 0.1
O -2.326 0.493 0.009 -0.3 -0.2 -0.1
B -1.684 -0.736 -0.418 -0.5 -0.2 -0.1
O -2.598 -1.690 -0.687 -0.3 0.2 0.1
C -3.847 -1.119 -0.385 0.3 -0.4 -0.2
C -5.075 -1.716 -0.482 -0.1 0.0 0.0
H -8.805 -2.609 -1.650 0.0 0.0 0.0
H -7.087 -2.918 -1.872 0.0 0.0 0.0
H -7.769 -1.357 -2.347 0.0 0.0 0.0
H -9.658 -1.109 0.033 0.0 0.0 0.0
H -8.698 0.243 -0.558 0.0 0.0 0.0
H -8.631 -0.226 1.152 0.0 0.0 0.0
H -8.602 -3.259 0.757 0.0 0.0 0.0
H -7.528 -2.375 1.849 0.0 0.0 0.0
H -6.856 -3.487 0.650 0.0 0.0 0.0
H -6.869 0.950 0.607 0.0 0.0 0.0
H -4.632 1.981 0.755 0.0 0.0 0.0
H -5.159 -2.738 -0.824 0.0 0.0 0.0
```
Positions in Å, forces in eV/Å.

Output
* multiplicity: 3
* energy above the lowest of the compared OMol25 structures with the same formula, charge and spin: 51.34 kJ/mol
* strongest force on any atom: 1.72 eV/A
* charge: +1
* frontier orbital gap (spin up / spin down): 6.35 / 6.76 eV